(one)
{"formula": "C7H4N2O", "method": "the ωB97M-V functional and the def2-TZVPD basis", "elements": ["N", "C", "C", "O", "N", "C", "H", "H", "H", "H", "C", "C", "C", "C"], "coordinates": [[-0.65, 0.57, 0.95], [-0.31, 1.86, -0.98], [-1.27, 0.03, -0.21], [1.68, 2.72, 0.13], [-0.30, 0.36, -1.28], [0.77, 0.39, 0.84], [1.49, -0.04, 1.47], [1.72, -0.39, -1.15], [-2.16, 0.40, -0.59], [-1.40, -1.13, -0.26], [0.91, 2.52, 1.20], [1.09, 1.87, -0.79], [-0.22, 1.86, 0.58], [1.13, 0.31, -0.66]], "nbo_charge": [-0.3761, -0.1131, -0.0934, -0.4824, -0.3842, -0.0819, 0.2566, 0.2480, 0.2318, 0.2089, 0.1682, 0.4318, 0.1496, -0.1638], "homo_energy_ev": [-8.708, -8.708], "molar_mass_g_mol": 132.1, "multiplicity": 1}



(two)
{"formula": "C7H4N2O", "method": "the ωB97M-V functional and the def2-TZVPD basis", "elements": ["C", "H", "N", "C", "C", "C", "H", "O", "C", "N", "C", "H", "H", "C"], "coordinates": [[-0.55, -0.38, -1.49], [0.14, 1.83, 1.65], [2.62, 0.55, 0.04], [-0.01, -1.40, 2.14], [1.58, 0.94, 0.33], [0.32, 1.44, 0.66], [-1.04, 1.54, -2.22], [-0.62, 1.72, -0.26], [-0.72, 0.95, -1.38], [0.10, -1.57, 3.28], [-0.39, -1.34, -0.42], [-0.70, -0.80, -2.47], [-0.61, -2.37, -0.70], [-0.11, -1.10, 0.84]], "nbo_charge": [-0.3079, 0.2344, -0.2626, 0.1427, 0.1488, 0.0996, 0.2043, -0.4406, 0.1764, -0.2484, -0.2364, 0.2378, 0.2389, 0.0131], "homo_energy_ev": [-9.107, -8.683], "molar_mass_g_mol": 132.1, "multiplicity": 1}



Quick one: least stable of them? (one)



(one)
{"formula": "C8H8NO3S", "method": "the ωB97M-V functional and the def2-TZVPD basis", "elements": ["C", "C", "H", "S", "C", "O", "O", "H", "H", "H", "C", "N", "C", "H", "C", "C", "C", "H", "H", "H", "O"], "coordinates": [[0.65, -0.37, 0.50], [1.41, 0.26, 1.66], [1.91, 1.24, 1.40], [-0.07, 0.23, -2.62], [-1.94, 1.42, -0.80], [-1.01, 2.42, 1.38], [-1.39, -1.62, 0.90], [-1.84, -0.59, -1.00], [0.66, 0.46, 2.43], [1.94, -0.37, 2.26], [-1.09, 1.64, 0.49], [-0.36, 0.54, 0.12], [-1.09, 0.23, -1.00], [-2.95, 1.08, -0.45], [1.52, -0.90, -0.64], [-0.15, -1.73, 0.92], [1.23, -0.74, -1.95], [-2.03, 2.19, -1.51], [2.29, -1.51, -0.51], [1.77, -1.15, -2.75], [0.52, -2.75, 1.19]], "nbo_charge": [-0.0337, -0.6052, 0.2013, 0.1266, -0.5133, -0.6066, -0.7696, 0.2475, 0.2245, 0.2232, 0.7289, -0.4466, -0.0838, 0.2159, -0.1703, 0.7708, -0.3816, 0.2182, 0.2141, 0.2002, -0.7604], "homo_energy_ev": -4.376, "molar_mass_g_mol": 198.2, "smiles": "C[C@]1(C(=O)[O-])C=CS[C@@H]2CC(=O)N21", "charge": -1, "multiplicity": 1}



(two)
{"formula": "C8H8NO3S", "method": "the ωB97M-V functional and the def2-TZVPD basis", "elements": ["O", "C", "N", "H", "S", "H", "H", "O", "H", "C", "C", "H", "C", "H", "C", "H", "O", "H", "C", "C", "C"], "coordinates": [[-2.29, -0.07, -2.24], [-0.25, -1.29, 2.41], [-0.16, -0.82, 1.19], [1.41, 2.86, -0.75], [0.41, 2.03, 1.02], [0.71, -2.21, -1.73], [-1.87, 0.11, 3.43], [-0.11, -2.41, 2.91], [1.22, 1.59, -2.63], [-1.13, -0.25, -2.39], [1.01, -1.34, -1.24], [-0.11, 0.56, 3.66], [0.79, 1.96, -0.60], [0.73, -1.47, -0.15], [0.21, -0.21, -1.92], [-1.59, 0.91, 1.09], [-0.28, -0.35, -3.33], [1.99, -1.21, -1.53], [-0.82, 0.06, 2.99], [-0.76, 0.42, 1.51], [0.90, 1.14, -1.69]], "nbo_charge": [-0.5780, 0.6531, -0.6788, 0.2101, 0.1127, 0.1927, 0.1954, -0.6960, 0.2072, 0.7706, -0.6861, 0.2072, -0.3833, 0.3327, 0.1315, 0.1874, -0.4723, 0.1928, -0.5598, -0.0265, -0.3125], "homo_energy_ev": -4.528, "molar_mass_g_mol": 198.2, "charge": -1, "multiplicity": 1}



Quick one: least stable of them? (two)



(one)
{"formula": "C8H12N2O", "method": "the ωB97M-V functional and the def2-TZVPD basis", "elements": ["O", "C", "N", "H", "C", "C", "N", "C", "H", "H", "C", "H", "H", "C", "H", "C", "C", "H", "H", "H", "H", "H", "H"], "coordinates": [[-4.06, 1.07, -1.26], [-4.29, 0.10, -0.50], [-3.55, -0.23, 0.58], [3.32, 2.17, -0.38], [3.69, 1.05, -0.36], [3.90, -1.27, -0.14], [5.21, -1.16, -0.21], [-5.40, -0.94, -0.85], [-3.96, -0.95, 1.08], [6.86, -0.16, -0.22], [2.97, -0.15, -0.33], [5.69, 2.15, -0.42], [-6.02, -1.33, -0.04], [-2.55, 0.49, 1.47], [-2.89, 0.75, 2.47], [5.13, 1.16, -0.27], [5.82, 0.00, -0.35], [-1.67, 0.01, 1.74], [-2.18, 1.56, 1.21], [-5.21, -1.50, -1.79], [-6.12, -0.18, -1.40], [1.88, -0.33, -0.16], [3.45, -2.30, 0.12]], "nbo_charge": [-0.6283, 0.6723, -0.6000, 0.2236, -0.1789, 0.0684, -0.4437, -0.7593, 0.3780, 0.1983, -0.2829, 0.2269, 0.2278, -0.4423, 0.2015, -0.2602, 0.0194, 0.2048, 0.2333, 0.2600, 0.2523, 0.2390, 0.1900], "homo_energy_ev": -9.420, "molar_mass_g_mol": 152.2, "smiles": "CNC(C)=O.c1ccncc1", "multiplicity": 1}



(two)
{"formula": "C8H12N2O", "method": "the ωB97M-V functional and the def2-TZVPD basis", "elements": ["C", "C", "H", "C", "C", "H", "C", "H", "H", "H", "H", "C", "H", "H", "H", "C", "H", "C", "N", "O", "H", "H", "N"], "coordinates": [[1.89, 2.33, 1.65], [-0.12, 0.43, 1.30], [1.20, 2.53, 3.71], [1.63, 1.70, 0.42], [1.06, 2.04, 2.74], [0.97, -1.61, -0.62], [0.06, 1.11, 2.58], [-2.78, -1.74, -2.22], [-2.54, -1.56, -0.47], [0.12, 0.62, -1.86], [-1.84, -2.99, -1.33], [-0.83, 0.09, -1.75], [1.08, -1.65, -2.39], [-0.62, 0.79, 3.36], [0.23, -2.98, -1.53], [-2.08, -1.92, -1.40], [2.28, 1.91, -0.42], [0.45, -1.91, -1.54], [0.64, 0.87, 0.21], [-0.92, -0.52, 1.18], [-1.77, 0.64, -1.73], [2.71, 3.04, 1.72], [-0.83, -1.19, -1.63]], "nbo_charge": [-0.3774, 0.5619, 0.2054, 0.0543, -0.1649, 0.2702, -0.3541, 0.2121, 0.2682, 0.2575, 0.2190, 0.1336, 0.2164, 0.2138, 0.2138, -0.4250, 0.1675, -0.4240, -0.6266, -0.7813, 0.2136, 0.2067, -0.2608], "homo_energy_ev": -6.602, "molar_mass_g_mol": 152.2, "multiplicity": 1}



Quick one: least stable of them? (one)



(one)
{"formula": "C19H30N2O3", "method": "the ωB97M-V functional and the def2-TZVPD basis", "elements": ["C", "H", "N", "C", "H", "H", "H", "H", "H", "H", "C", "H", "H", "H", "H", "H", "O", "H", "H", "H", "H", "C", "C", "H", "H", "C", "C", "H", "H", "C", "H", "H", "H", "N", "H", "C", "C", "C", "C", "H", "C", "C", "H", "O", "C", "C", "C", "C", "C", "H", "O", "H", "H", "H"], "coordinates": [[6.71, -0.62, -0.92], [2.88, 2.10, 0.15], [3.60, -0.44, -0.40], [-7.14, -1.02, 0.49], [0.15, 2.99, -0.72], [7.66, -0.10, -1.05], [2.47, -1.94, 0.44], [-7.41, -2.00, 0.11], [-3.82, -1.74, 1.11], [6.14, -0.54, -1.84], [5.95, -0.02, 0.27], [4.51, 1.13, -1.46], [-2.38, 2.01, 1.16], [-5.45, 0.64, 2.01], [-7.46, -0.97, 1.53], [-1.31, 0.32, -1.48], [-3.12, -1.05, -2.22], [2.48, 2.54, -1.51], [0.80, 0.74, -1.61], [0.50, 2.43, 0.92], [2.01, -1.50, -1.22], [3.53, 0.67, -1.32], [-3.87, 0.97, 0.65], [-5.20, -1.86, 2.21], [6.90, -1.22, 1.79], [4.63, -0.78, 0.42], [2.53, 1.71, -0.81], [5.76, 1.04, 0.10], [1.58, 0.20, 1.29], [-5.28, 0.59, 0.93], [0.32, -0.65, 0.38], [6.92, -1.67, -0.73], [-5.78, -0.09, -1.66], [-1.20, 1.68, 0.12], [6.25, 0.30, 2.39], [-3.75, -0.53, -1.32], [1.15, 1.08, -0.63], [-4.90, -1.88, 1.17], [-1.78, 0.82, -0.63], [3.19, 0.29, -2.29], [0.16, 2.10, -0.06], [1.28, -0.14, 0.29], [-5.14, -2.86, 0.76], [-3.34, 1.85, 1.47], [-3.16, 0.45, -0.40], [-5.22, -0.84, -1.10], [2.33, -1.11, -0.24], [-5.64, -0.80, 0.38], [6.76, -0.17, 1.55], [-5.43, -1.81, -1.54], [4.52, -1.70, 1.22], [-7.69, -0.27, -0.07], [-5.93, 1.34, 0.46], [7.74, 0.30, 1.44]], "nbo_charge": [-0.5972, 0.2011, -0.4467, -0.5973, 0.2024, 0.2106, 0.2532, 0.2132, 0.2160, 0.2057, -0.3072, 0.2147, 0.5132, 0.2347, 0.2101, 0.1950, -0.5782, 0.2101, 0.1981, 0.1966, 0.1861, -0.2089, 0.5286, 0.2109, 0.2276, 0.6955, -0.3934, 0.2016, 0.2061, -0.4715, 0.2184, 0.2177, 0.2287, -0.5051, 0.2122, 0.5864, -0.2380, -0.6155, 0.1604, 0.1915, -0.2200, -0.4116, 0.2146, -0.6511, -0.4056, -0.5046, -0.2246, -0.0270, -0.5947, 0.2340, -0.6400, 0.2072, 0.2344, 0.2015], "homo_energy_ev": -8.879, "molar_mass_g_mol": 334.5, "smiles": "CC(C)C(=O)N1CCC(C/N=C/C2=C(O)CC(C)(C)CC2=O)CC1", "multiplicity": 1}



(two)
{"formula": "C19H30N2O3", "method": "the ωB97M-V functional and the def2-TZVPD basis", "elements": ["H", "H", "H", "H", "H", "C", "H", "H", "C", "H", "C", "C", "H", "C", "H", "C", "C", "H", "H", "C", "H", "C", "H", "H", "H", "H", "H", "C", "O", "H", "N", "H", "N", "C", "H", "C", "H", "C", "H", "H", "C", "C", "C", "H", "C", "O", "H", "H", "C", "O", "C", "H", "H", "H"], "coordinates": [[-5.68, -1.29, -0.91], [4.83, 4.51, -1.60], [-1.56, -1.24, 2.17], [5.80, -3.23, -0.05], [-3.61, 0.19, 1.89], [-0.42, -1.53, -0.24], [-6.79, 0.89, 0.37], [2.00, -1.79, -0.90], [-2.83, 0.60, 1.40], [0.14, -2.15, 0.79], [-6.11, 0.73, -0.46], [4.11, -0.51, 0.04], [5.31, 0.87, -0.90], [0.10, -2.15, -1.60], [4.92, 2.81, -2.20], [3.52, 1.75, -0.09], [2.02, 0.15, 1.21], [0.85, -1.04, 2.24], [4.86, -3.04, 1.24], [-1.68, 0.44, -0.78], [1.65, 2.35, 0.82], [-1.47, 0.10, 1.92], [4.00, -3.24, -0.32], [-1.45, 0.55, 2.87], [2.72, -1.81, 1.41], [-0.65, -1.78, -2.20], [0.71, 0.65, 2.90], [2.35, 1.33, 0.53], [5.03, -1.25, -0.13], [-6.79, 0.76, -1.36], [-0.42, 0.26, 1.30], [-4.59, 2.10, 0.16], [-2.93, -0.02, -0.14], [4.80, -2.68, 0.16], [5.74, 3.15, -0.61], [-0.49, -0.26, -0.14], [-1.63, 1.37, -0.85], [0.87, -0.20, 2.00], [-1.45, -2.09, -0.35], [-1.89, 0.09, -1.89], [-5.38, -0.44, -0.10], [-4.99, 1.45, -0.63], [-4.25, 0.24, -0.59], [0.04, -3.33, -1.61], [4.79, 3.39, -1.18], [3.77, 3.15, -0.52], [-4.87, 2.17, -1.71], [-5.34, -0.72, 1.08], [4.32, 0.78, -0.42], [1.29, -1.55, -1.78], [2.89, -0.92, 1.06], [0.37, 0.05, -0.65], [-3.99, -0.22, -1.90], [-2.54, 1.59, 1.23]], "nbo_charge": [0.2294, 0.1917, 0.0098, 0.2169, 0.2142, -0.3698, 0.2120, 0.4744, -0.2613, 0.1775, -0.4529, 0.4313, 0.2407, -0.0440, 0.1366, 0.3161, -0.0377, 0.1479, 0.2092, -0.1639, 0.2127, -0.1090, 0.2087, 0.1921, 0.1965, 0.1747, 0.2124, -0.2256, -0.4509, 0.2174, -0.4227, 0.2187, -0.4608, -0.3141, 0.1445, -0.1930, 0.1661, -0.1649, 0.2248, 0.1865, -0.4208, -0.4318, 0.0572, 0.1475, -0.2113, -0.4927, 0.1823, 0.2122, -0.4062, -0.7377, -0.3530, 0.2474, 0.1250, 0.1897], "homo_energy_ev": -7.903, "molar_mass_g_mol": 334.5, "multiplicity": 1}



Quick one: least stable of them? (two)



(one)
{"formula": "CHF3O", "method": "the ωB97M-V functional and the def2-TZVPD basis", "elements": ["F", "O", "C", "F", "H", "F"], "coordinates": [[-1.62, 1.31, 0.07], [1.43, 0.11, 0.17], [-2.07, 0.20, -0.45], [1.47, -1.24, -0.13], [2.36, 0.38, 0.06], [-1.56, -0.76, 0.27]], "nbo_charge": [-0.3272, -0.3127, 0.6464, -0.1455, 0.4597, -0.3207], "homo_energy_ev": -11.063, "molar_mass_g_mol": 86.0, "multiplicity": 1}



(two)
{"formula": "CHF3O", "method": "the ωB97M-V functional and the def2-TZVPD basis", "elements": ["C", "F", "O", "F", "H", "F"], "coordinates": [[-3.41, -0.05, 0.02], [0.31, 0.46, -0.53], [-4.24, -0.41, 0.76], [-2.86, -0.72, -0.91], [1.16, 0.75, -0.68], [-2.97, 1.22, -0.05]], "nbo_charge": [1.1275, -0.5573, -0.5378, -0.2737, 0.5577, -0.3164], "homo_energy_ev": -12.613, "molar_mass_g_mol": 86.0, "smiles": "O=C(F)F.F", "multiplicity": 1}



Quick one: least stable of them? (one)